1.
This record from the Open Molecules 2025 dataset describes a 5-piece molecular cluster, C15H40O5 overall at a distorted geometry. The level of theory is ωB97M-V/def2-TZVPD.

Structure (XYZ):
```
60
Properties=species:S:1:pos:R:3:forces:R:3
C -5.165 -14.194 18.072 2.60 1.68 0.65
C -5.872 -14.495 19.370 -0.78 -2.01 -3.15
C -7.044 -13.665 19.675 -0.93 1.92 0.77
O -6.415 -15.743 18.935 -0.47 -1.84 1.19
H -5.717 -13.884 17.185 -0.48 0.30 0.62
H -4.497 -14.974 17.708 -0.34 -0.53 0.47
H -4.439 -13.463 18.426 0.18 0.99 -0.97
H -5.215 -14.657 20.224 0.23 0.30 -0.08
H -7.660 -13.276 18.864 0.38 -0.64 -0.72
H -6.746 -12.724 20.138 -0.07 -0.07 0.76
H -7.735 -14.265 20.266 0.09 0.37 0.53
H -6.539 -16.265 19.731 -0.40 -0.47 -0.06
C -8.377 -12.054 28.094 0.74 0.58 0.72
C -6.980 -11.516 27.739 0.87 0.17 -0.20
C -6.411 -10.378 28.704 -1.47 -0.79 -1.10
O -5.993 -12.589 27.590 -0.81 0.70 0.24
H -8.931 -11.232 28.547 -0.09 -0.11 0.36
H -8.184 -12.851 28.812 -0.60 -0.08 0.09
H -9.013 -12.379 27.271 0.55 -0.30 -0.17
H -7.057 -11.141 26.719 0.26 0.45 0.08
H -7.106 -9.539 28.684 0.03 0.21 -0.39
H -5.438 -10.044 28.344 -0.01 -0.15 0.27
H -6.444 -10.633 29.763 0.49 -0.55 -0.03
H -5.580 -12.706 28.449 0.06 -0.13 0.12
C -2.714 -19.853 29.047 0.63 -0.48 -0.17
C -3.186 -20.679 30.238 -1.09 -1.32 -2.13
C -2.868 -22.214 30.140 -1.23 0.20 0.36
O -2.707 -20.045 31.329 2.42 1.26 2.78
H -3.150 -20.127 28.087 -0.50 0.14 0.20
H -1.651 -20.040 28.890 0.24 0.06 0.22
H -2.815 -18.794 29.285 -0.25 -0.05 -0.23
H -4.251 -20.505 30.390 -0.71 -0.88 -0.99
H -3.291 -22.697 31.020 0.41 0.08 0.59
H -1.851 -22.575 29.987 0.19 0.65 0.13
H -3.481 -22.740 29.409 0.00 0.53 -0.64
H -2.618 -20.607 32.102 -0.12 -0.18 -0.11
C -9.729 -18.846 24.033 -1.86 0.04 0.40
C -8.477 -19.076 24.781 0.85 -1.71 0.24
C -8.400 -20.554 25.248 -0.36 0.20 0.27
O -7.365 -18.862 23.936 0.80 0.51 -0.26
H -9.764 -19.383 23.085 0.33 0.37 -0.17
H -10.013 -17.795 23.977 0.29 0.07 -0.58
H -10.543 -19.288 24.607 -0.21 -0.02 0.14
H -8.341 -18.382 25.610 -0.52 -0.21 0.41
H -9.368 -20.901 25.610 -0.05 0.24 0.40
H -7.656 -20.709 26.029 0.03 0.07 -0.06
H -8.200 -21.265 24.447 0.34 0.42 -0.37
H -7.082 -17.969 24.148 0.37 0.02 -0.41
C 0.755 -18.351 21.551 -0.58 -0.66 -0.55
C 1.765 -17.230 21.766 0.57 0.25 0.33
C 2.516 -17.332 23.063 -0.73 0.14 2.20
O 2.748 -17.183 20.775 0.93 -0.39 -1.68
H 0.735 -18.750 20.537 0.13 0.75 -0.44
H -0.259 -18.013 21.766 0.01 0.05 0.10
H 0.882 -19.304 22.065 0.51 0.32 0.81
H 1.285 -16.256 21.660 -0.60 -0.06 0.47
H 3.358 -18.025 23.059 -0.28 -0.46 -0.31
H 1.822 -17.618 23.854 -0.01 -0.55 0.11
H 2.927 -16.437 23.531 0.04 0.63 -0.82
H 3.606 -17.177 21.205 -0.01 -0.02 -0.23
```
Forces are in eV/Å.

Summary:
- E_LUMO (eV) = 0.37
- orbital gap (eV) = 10.33
- charge = 0

Results of the natural (NBO) charge analysis, in e, for atoms 1 through 5: -0.619 0.075 -0.627 -0.730 0.221


2.
This record from the Open Molecules 2025 dataset describes C15H41AlO16S5 as an isolated structure at a distorted geometry. The level of theory is ωB97M-V/def2-TZVPD.

Structure (XYZ):
```
78
Properties=species:S:1:pos:R:3:forces:R:3
Al -3.085 -1.985 1.806 0.61 0.21 -0.48
O -1.445 0.099 0.677 0.04 -0.06 0.16
H -1.374 1.017 0.350 -0.17 0.03 -0.04
O 2.150 0.706 -2.958 0.16 -0.07 0.31
S 1.914 1.823 -2.094 -0.23 2.56 0.60
O 0.543 2.033 -1.611 2.33 -0.45 0.16
O 3.011 1.836 -0.837 -3.23 -0.64 -1.29
C 4.325 1.372 -1.135 1.18 0.38 0.86
C 4.812 0.577 0.075 0.04 -0.19 -0.53
C 2.503 3.408 -2.891 -0.20 -1.30 -0.51
H 4.883 2.306 -1.190 0.49 -0.16 -0.33
H 4.411 0.833 -2.078 -0.33 -0.07 0.12
H 4.965 1.220 0.941 -0.11 -0.06 -0.06
H 5.756 0.092 -0.173 0.10 0.10 0.04
H 4.111 -0.221 0.323 -0.06 0.10 0.05
H 3.321 3.804 -2.289 -0.31 0.05 -0.08
H 1.716 4.124 -3.130 -0.18 -0.19 0.70
H 2.858 3.086 -3.870 0.34 -0.08 0.10
O -0.845 -2.959 0.142 2.42 0.08 -0.94
S 0.515 -3.095 -0.425 -0.94 -1.53 0.01
O 1.305 -4.285 -0.105 -1.14 2.11 -0.35
O 0.303 -3.066 -2.062 -0.70 0.76 2.65
C 1.476 -3.179 -2.822 1.36 -2.60 -0.21
C 1.106 -2.965 -4.226 -0.14 1.75 -1.05
C 1.520 -1.581 -0.200 -0.92 -0.96 -0.05
H 1.871 -4.188 -2.711 -0.14 -0.32 0.20
H 2.349 -2.595 -2.529 -0.47 0.83 0.25
H 0.436 -3.666 -4.724 0.30 -0.32 0.39
H 2.024 -2.784 -4.786 -0.12 -0.30 -0.32
H 0.585 -2.008 -4.206 -0.16 0.24 -0.45
H 1.625 -1.197 -1.215 0.35 0.18 0.26
H 2.436 -1.934 0.273 -0.04 0.35 -0.10
H 0.940 -0.890 0.413 0.13 -0.14 0.04
O -4.157 -0.495 -2.998 1.17 -0.37 0.22
S -2.955 -1.132 -2.500 0.42 1.08 -1.60
O -3.096 -1.904 -1.295 0.64 -0.03 -0.55
O -2.294 -2.073 -3.746 -0.97 1.36 3.64
C -2.418 -1.502 -5.033 0.44 0.58 -0.24
C -2.765 -2.617 -5.906 -0.57 -1.00 -1.89
C -1.563 0.157 -2.347 -0.73 -1.81 0.29
H -1.459 -1.134 -5.398 0.40 0.23 0.55
H -3.114 -0.664 -5.078 -0.19 -0.21 0.17
H -2.461 -2.277 -6.897 -0.34 -0.37 -0.40
H -3.815 -2.907 -5.917 -0.03 0.22 0.08
H -2.199 -3.525 -5.698 0.20 0.18 0.18
H -0.822 -0.328 -1.711 -0.06 -0.06 0.07
H -1.911 1.075 -1.872 -0.24 -0.15 -0.44
H -1.091 0.267 -3.323 -0.40 0.30 0.01
O -3.654 0.695 3.078 0.29 2.21 0.68
S -3.270 2.060 3.475 -0.22 0.54 -0.75
O -2.217 2.261 4.451 -0.90 -0.35 -1.09
O -2.870 2.778 2.030 -0.02 -1.10 1.25
C -1.917 3.862 2.058 0.58 0.43 -1.14
C -1.276 4.009 0.665 -0.60 -1.39 0.34
C -4.696 3.169 4.008 1.00 -1.06 0.02
H -1.083 3.623 2.718 -0.50 0.29 0.57
H -2.470 4.780 2.256 0.26 0.00 0.62
H -0.788 3.068 0.414 0.34 -0.10 0.08
H -0.487 4.761 0.676 -0.42 0.23 -0.18
H -2.042 4.089 -0.106 0.13 0.74 -0.02
H -5.457 3.248 3.231 0.13 -0.31 0.15
H -4.304 4.148 4.283 0.41 -0.11 -0.41
H -5.030 2.738 4.952 -0.32 -0.25 -0.26
O 2.360 -1.195 3.052 -1.82 -0.18 0.75
S 1.021 -0.855 3.530 0.15 2.46 1.25
O -0.151 -1.632 3.144 1.26 0.77 0.08
O 0.979 -0.686 5.219 -1.07 2.90 -3.67
C 1.565 -1.662 5.975 1.21 -2.29 -1.00
C 0.514 -2.709 6.219 1.06 -0.95 1.24
C 0.780 1.056 3.168 0.29 -2.46 0.83
H 2.022 -1.219 6.860 -0.26 -0.04 0.02
H 2.349 -2.028 5.312 0.67 -0.56 0.63
H 0.068 -3.160 5.332 -0.51 1.03 -0.14
H -0.101 -2.240 6.987 -0.85 -0.71 -0.36
H 0.983 -3.616 6.599 0.15 0.12 0.80
H 0.259 1.448 4.042 -0.46 -0.13 -0.39
H 0.246 1.015 2.218 0.00 0.44 0.19
H 1.769 1.515 3.141 -0.01 -0.38 -0.32
```
Forces are in eV/Å.

Summary:
- <S²> = 0.753
- E_LUMO (spin up / spin down) (eV) = -2.56 / -5.42
- orbital gap (spin up / spin down) (eV) = 10.39 / 7.54
- charge = +1
- 2S+1 = 2

Results of the Mulliken charge analysis, in e, for atoms 1 through 5: 0.981 0.059 -0.012 -0.653 1.310


3.
This record from the Open Molecules 2025 dataset describes C15H41MnO16S5 as an isolated structure at a distorted geometry. The level of theory is ωB97M-V/def2-TZVPD.

Structure (XYZ):
```
78
Properties=species:S:1:pos:R:3:forces:R:3
Mn 31.142 -13.416 -3.250 1.23 2.67 -0.16
O 32.701 -12.362 -3.741 -2.01 -1.01 0.28
H 33.598 -12.116 -3.893 0.76 -0.24 0.05
O 29.119 -9.754 -4.565 0.12 -0.86 -0.50
S 29.821 -10.814 -5.229 0.37 1.56 -0.82
O 29.959 -12.057 -4.474 -0.13 -0.40 -0.59
O 29.126 -11.097 -6.651 0.68 0.25 1.25
C 29.466 -12.360 -7.273 -1.13 -1.46 -0.31
C 28.918 -12.363 -8.684 0.58 1.39 -0.89
C 31.388 -10.137 -5.826 -0.26 -0.54 0.97
H 28.942 -13.085 -6.644 0.33 -0.30 -0.25
H 30.531 -12.601 -7.325 0.10 0.47 0.45
H 29.515 -11.646 -9.266 -0.14 0.20 0.18
H 27.896 -11.998 -8.758 -0.11 -0.30 0.22
H 29.058 -13.255 -9.291 -0.18 -0.51 0.72
H 31.858 -9.615 -4.993 -0.09 0.00 0.06
H 31.129 -9.428 -6.606 0.00 -0.11 -0.12
H 32.053 -10.943 -6.124 -0.13 -0.01 -0.26
O 34.709 -14.559 -12.005 0.04 -0.07 0.30
S 33.533 -14.373 -11.227 -0.94 0.67 -0.33
O 32.726 -15.486 -10.792 0.39 0.60 -0.22
O 33.924 -13.508 -9.922 0.29 -0.38 -0.40
C 33.320 -13.816 -8.680 -1.25 0.28 1.09
C 33.829 -12.802 -7.664 0.01 -1.09 0.63
C 32.506 -13.110 -12.049 0.37 -1.24 0.87
H 33.465 -14.848 -8.357 0.67 0.04 -0.19
H 32.222 -13.763 -8.708 0.01 0.27 -0.56
H 33.510 -11.776 -7.832 0.50 0.08 -0.57
H 34.899 -12.987 -7.567 0.17 0.80 -0.20
H 33.455 -13.039 -6.659 -0.26 -0.29 -0.15
H 31.669 -12.976 -11.367 -0.11 0.21 -0.17
H 32.181 -13.538 -12.993 0.02 0.13 -0.08
H 33.109 -12.215 -12.146 0.01 0.01 -0.13
O 30.441 -12.095 -1.707 0.02 -0.66 0.06
S 30.137 -11.270 -0.537 -1.07 1.00 0.83
O 30.017 -11.877 0.754 0.25 0.21 -1.16
O 31.235 -10.147 -0.426 -0.11 -0.50 -0.21
C 31.641 -9.457 -1.663 -0.62 0.46 -0.33
C 32.898 -8.636 -1.404 -0.70 -1.41 -0.32
C 28.630 -10.298 -0.923 1.22 -0.82 0.15
H 30.814 -8.805 -1.959 -0.02 0.01 0.15
H 31.728 -10.222 -2.434 0.47 0.04 0.00
H 33.108 -8.090 -2.320 0.10 0.23 0.06
H 33.684 -9.374 -1.248 0.33 0.44 0.34
H 32.723 -7.983 -0.556 0.31 0.10 0.02
H 28.645 -9.533 -0.153 -0.23 0.16 -0.12
H 27.754 -10.937 -0.848 0.10 -0.13 0.14
H 28.730 -9.926 -1.939 0.01 0.19 0.05
O 34.335 -8.196 -5.118 -0.23 -0.11 -0.43
S 35.012 -8.944 -6.140 2.37 -1.16 0.08
O 34.487 -9.163 -7.456 -0.12 0.56 0.63
O 36.511 -8.368 -6.345 -1.54 0.13 -0.21
C 37.314 -8.106 -5.155 -0.37 -0.37 0.00
C 38.291 -7.013 -5.493 -0.33 0.06 -0.66
C 35.421 -10.593 -5.477 -0.81 0.53 -0.12
H 37.778 -9.072 -4.946 0.26 0.21 0.31
H 36.643 -7.815 -4.345 0.11 -0.06 0.04
H 37.745 -6.089 -5.689 0.04 0.06 0.27
H 38.777 -7.250 -6.440 0.29 -0.11 0.20
H 39.018 -6.866 -4.699 0.04 -0.01 0.00
H 35.463 -10.550 -4.390 0.12 0.05 -0.04
H 36.335 -10.987 -5.911 0.06 0.21 -0.09
H 34.587 -11.214 -5.806 0.06 -0.06 0.18
O 37.880 -15.824 -6.231 -0.15 0.07 0.29
S 37.846 -16.778 -5.162 0.16 -1.13 0.47
O 38.761 -16.746 -4.059 -0.40 0.20 -0.72
O 36.380 -16.740 -4.440 0.65 -0.39 -0.63
C 35.297 -16.191 -5.198 -0.52 0.81 0.72
C 35.132 -14.701 -4.802 0.64 -0.58 -1.54
C 37.831 -18.457 -5.870 -1.33 0.99 0.82
H 34.357 -16.685 -4.943 0.40 -0.58 0.33
H 35.443 -16.358 -6.264 0.15 0.28 -0.03
H 35.658 -14.445 -3.888 -0.32 -0.31 0.30
H 34.070 -14.462 -4.787 0.12 0.36 0.14
H 35.655 -14.155 -5.593 -0.29 0.42 0.13
H 36.822 -18.550 -6.275 0.14 -0.04 -0.30
H 37.851 -19.100 -4.994 0.51 -0.23 -0.19
H 38.569 -18.613 -6.645 0.30 0.10 0.23
```
Forces are in eV/Å.

Summary:
- <S²> = 8.754
- E_LUMO (spin up / spin down) (eV) = -4.87 / -4.90
- orbital gap (spin up / spin down) (eV) = 8.36 / 8.34
- charge = +1
- 2S+1 = 6

Results of the Mulliken charge analysis, in e, for atoms 1 through 5: 1.140 -0.330 -0.073 -0.631 1.247


Number 1: energy -971.5807 Eh, molecular weight 300.480 g mol⁻¹. Number 2: energy -4032.8741 Eh, molecular weight 664.794 g mol⁻¹. Number 3: energy -4941.5789 Eh, molecular weight 692.750 g mol⁻¹.